{"formula": "CH3FOYb", "method": "ωB97M-V/def2-TZVPD", "homo_energy_ev": [-14.06, -13.63], "homo_lumo_gap_ev": [8.7, 7.9], "spin_multiplicity": 2, "s2": 0.76, "charge": 1, "elements": ["Yb", "F", "O", "C", "H", "H", "H"], "positions_angstrom": [[-0.341, 0.271, -1.017], [0.003, -1.606, 0.285], [-0.516, 2.152, -0.335], [0.229, -1.943, 1.687], [-0.753, -2.059, 2.153], [0.762, -2.896, 1.689], [0.878, -1.157, 2.080]], "forces_ev_per_angstrom": [[-0.155, 1.171, 0.140], [-0.050, 0.059, 0.249], [0.131, -1.202, -0.323], [0.355, -0.489, 0.103], [0.304, 0.343, -0.112], [-0.145, 0.198, -0.143], [-0.439, -0.080, 0.087]]}